Record 1
Here is a molecular structure, C28H20N5RuS4 from the Open Molecules 2025 dataset. Energies are from ωB97M-V/def2-TZVPD.

Structure (XYZ):
```
58
Properties=species:S:1:pos:R:3:forces:R:3
C 0.105 1.307 1.997 0.019 0.009 -0.018
H 3.584 4.908 -2.109 0.005 0.011 -0.002
H -5.196 0.671 -1.490 -0.004 -0.012 0.005
C 0.075 4.304 5.199 0.013 -0.032 0.110
C 0.083 -0.279 3.789 0.003 -0.162 -0.114
H 0.484 -5.729 -5.808 0.001 0.028 -0.017
S 0.245 -6.531 -2.295 -0.017 -0.080 0.091
C 0.109 -3.308 0.841 0.013 -0.047 -0.084
C 0.180 -3.869 -1.516 0.009 -0.018 0.009
C 0.080 -2.695 3.186 0.003 -0.149 -0.056
H 0.368 -3.558 -4.395 0.007 0.018 -0.030
S 4.294 2.832 -1.137 0.096 0.001 -0.082
C 0.359 -6.856 -3.943 0.009 0.113 0.064
H 0.156 -5.308 0.100 -0.001 -0.003 0.022
C 0.343 -4.551 -3.975 -0.016 -0.069 0.045
C -4.224 1.104 -1.682 0.020 0.000 0.012
H 5.204 4.961 -1.368 -0.016 0.051 0.020
H 0.122 2.323 1.623 0.008 0.009 0.015
N 0.109 0.361 1.094 -0.058 0.023 0.161
Ru 0.179 0.592 -1.138 0.181 -0.439 0.356
C 0.091 1.053 3.401 0.003 0.097 0.022
C -1.761 2.169 -2.080 -0.069 0.018 -0.091
H -2.692 3.644 -3.334 0.010 0.016 -0.013
H 3.755 5.039 -0.330 -0.010 -0.005 0.003
H 0.172 3.907 7.368 -0.001 0.029 0.013
N -1.884 1.054 -1.328 -0.042 0.045 -0.106
H 0.017 3.072 -3.109 -0.127 0.125 0.037
H -0.002 3.923 3.051 0.002 0.006 -0.040
H -4.967 2.687 -2.926 -0.004 0.001 -0.009
C 0.160 -2.473 -1.786 0.011 -0.001 -0.101
C 0.248 -4.815 -2.584 0.025 0.113 -0.078
H 0.092 -4.701 2.506 0.003 -0.016 0.025
C 2.662 2.363 -1.175 -0.197 0.149 0.075
C 0.105 -1.944 0.471 -0.009 0.060 0.205
N 0.118 -1.560 -0.844 -0.022 0.161 -0.076
C -2.832 2.773 -2.709 0.101 -0.091 0.106
C -0.352 2.617 -2.191 0.077 0.517 -0.126
H 0.185 -2.113 -2.806 -0.005 -0.010 0.015
H -3.141 -0.368 -0.522 -0.018 -0.004 -0.009
C 0.144 -4.258 -0.170 -0.009 0.083 0.108
C 0.096 2.153 4.332 -0.002 -0.107 -0.135
C -4.093 2.231 -2.482 -0.006 -0.003 0.007
C 0.091 -3.654 2.236 -0.005 0.051 0.085
H 0.072 -2.958 4.235 -0.004 -0.030 0.015
C 0.052 3.507 4.045 0.000 -0.029 0.210
C -3.092 0.524 -1.132 -0.039 0.008 0.038
H 0.389 -7.879 -4.292 0.002 -0.022 -0.025
C 0.085 -1.303 2.834 -0.001 0.129 0.101
C 0.096 -0.945 1.476 0.002 -0.148 -0.163
N 0.453 2.576 -1.149 -0.382 -0.016 -0.409
S 0.167 1.889 6.037 0.002 0.082 -0.043
H 0.074 -0.545 4.839 -0.001 -0.008 0.007
S 2.401 0.596 -1.195 0.254 -0.159 0.019
C 0.140 3.555 6.350 -0.018 0.010 -0.181
N 1.662 3.189 -1.232 0.182 -0.230 0.045
C 0.406 -5.694 -4.732 -0.005 -0.034 -0.046
H 0.046 5.382 5.195 0.000 0.016 0.012
C 4.176 4.628 -1.242 0.030 -0.052 -0.006
```
Positions in Å, forces in eV/Å.

- Total energy: -3039.4397 Eh
- Charge: +3
- Gap between HOMO and LUMO (alpha / beta): 0.2226 / 0.1283 Eh
- Spin multiplicity: 5
- ΔE to the lowest compared entry with this formula, charge and spin: 6.2 kcal per mole
- <S²>: 6.0912
- E_LUMO (alpha / beta): -9.24 / -11.60 eV

Record 2
Here is a molecular structure, C28H20N7O6RuS from the Open Molecules 2025 dataset. Energies are from ωB97M-V/def2-TZVPD.

Structure (XYZ):
```
63
Properties=species:S:1:pos:R:3:forces:R:3
N -0.084 -2.439 -0.157 0.090 0.154 0.015
H -3.710 3.519 1.282 0.002 0.001 -0.014
N 0.220 2.609 1.563 -0.067 0.029 0.073
Ru -0.653 -0.407 0.064 0.184 -0.695 0.637
H 1.934 -1.317 0.231 -0.012 -0.009 -0.014
C 3.411 -0.048 1.099 -0.013 0.032 0.006
H 0.580 -6.241 -0.232 0.003 0.004 -0.003
O 0.596 3.708 -8.029 -0.020 -0.015 0.020
C -2.961 4.220 0.922 0.001 0.036 0.001
C -0.384 1.200 -2.327 0.352 -0.940 -0.252
C -0.313 -3.197 0.947 -0.037 0.052 -0.014
C 0.950 0.846 -4.354 0.015 -0.032 -0.020
H 0.514 -2.387 -2.122 0.000 -0.003 -0.001
N -1.618 3.777 1.353 0.030 0.043 0.065
N -1.076 -5.500 4.461 0.465 0.322 0.306
C -1.574 -2.489 4.386 0.002 0.042 -0.013
C -0.826 4.434 2.247 -0.100 -0.067 -0.032
C 2.553 2.056 1.788 0.061 0.082 -0.017
C 0.727 2.330 -6.191 -0.001 0.005 -0.032
N -1.063 -1.188 1.973 -0.156 0.088 -0.154
C 1.321 1.213 -5.632 -0.001 -0.010 0.004
O -0.421 -6.505 4.560 -0.168 -0.082 -0.135
H 2.726 3.043 2.183 -0.028 0.028 -0.015
C 0.316 3.712 2.387 -0.024 -0.073 0.031
N 1.120 2.718 -7.579 0.048 0.028 0.003
H -0.636 3.965 -6.034 -0.010 0.001 0.003
C -1.794 -1.141 4.242 0.002 -0.026 -0.001
C 3.629 1.195 1.660 -0.013 -0.031 -0.010
C -0.827 -2.525 2.105 -0.001 0.029 -0.058
N 1.067 0.455 0.819 -0.108 0.003 -0.083
H 2.052 0.658 -6.203 -0.003 -0.013 0.003
O -0.088 0.078 -1.844 0.026 0.590 -0.449
O 1.933 2.011 -8.124 -0.025 -0.010 0.029
C 0.003 1.612 -3.665 -0.087 0.100 0.158
C -0.811 -4.650 3.267 -0.098 -0.148 -0.124
C 0.599 -4.402 -1.331 -0.006 0.007 0.027
O -1.882 -5.081 5.263 -0.176 -0.159 -0.114
H 4.614 1.507 1.983 0.000 -0.006 -0.005
H -1.783 -2.983 5.322 0.006 0.025 -0.008
C -0.211 3.106 -5.534 -0.002 -0.004 0.001
H -3.139 5.199 1.356 -0.002 0.002 0.000
H -0.149 -6.353 2.231 0.009 -0.006 0.001
H 0.952 -4.835 -2.256 -0.005 -0.006 0.003
C -1.085 -3.231 3.287 -0.017 -0.003 0.056
C -0.333 -5.287 2.180 -0.043 0.028 0.044
S -1.698 1.491 -0.102 -0.244 0.142 -0.170
C -0.986 2.672 0.946 0.258 0.149 -0.191
H -2.987 4.294 -0.162 -0.009 -0.009 0.007
H 1.394 -0.022 -3.888 -0.007 0.004 -0.003
C 1.293 1.660 1.376 0.076 -0.044 -0.037
C -0.080 -4.568 0.968 0.027 -0.033 0.022
C 2.134 -0.364 0.690 -0.017 0.026 -0.013
H -2.179 -0.554 5.063 0.007 -0.007 0.006
O -1.108 2.062 -1.623 -0.205 0.451 0.477
C -1.539 -0.527 3.019 0.041 -0.076 0.016
H 4.207 -0.765 0.958 0.007 0.007 0.014
C -0.574 2.745 -4.251 0.009 0.036 -0.019
C 0.353 -3.029 -1.266 -0.023 -0.035 0.051
C 0.392 -5.174 -0.213 -0.010 0.017 -0.022
H 1.147 3.907 3.038 0.035 -0.043 -0.013
H -1.725 0.531 2.888 -0.021 0.004 -0.019
H -1.313 3.326 -3.718 0.000 0.008 -0.014
H -1.131 5.348 2.730 0.001 0.008 -0.011
```
Positions in Å, forces in eV/Å.

- Total energy: -2405.7423 Eh
- Charge: +3
- Gap between HOMO and LUMO: 0.2489 Eh
- ΔE to the lowest compared entry with this formula, charge and spin: 12.1 kcal per mole
- E_LUMO: -10.40 eV

Record 3
Here is a molecular structure, C28H20N7O6RuS from the Open Molecules 2025 dataset. Energies are from ωB97M-V/def2-TZVPD.

Structure (XYZ):
```
63
Properties=species:S:1:pos:R:3:forces:R:3
N 2.234 2.589 -1.416 0.062 0.112 0.006
C 4.562 0.389 -3.106 -0.002 -0.006 -0.002
C -0.740 0.189 3.987 -0.010 -0.015 0.001
C 0.402 0.156 3.179 -0.042 0.011 0.017
H 1.542 5.126 -1.473 -0.012 0.002 0.001
C 0.551 -4.135 -0.130 0.034 0.008 0.021
H -5.031 -1.098 -3.463 0.007 0.000 0.001
H -2.109 1.809 -2.298 -0.023 0.025 0.000
C -1.568 -3.765 -1.207 0.018 -0.038 0.003
C -2.471 0.792 -2.329 0.055 -0.115 0.035
N 3.817 1.457 -2.410 0.052 0.015 -0.003
H 2.555 0.104 3.097 0.004 -0.003 0.014
H 3.936 -0.052 -3.876 -0.009 0.012 -0.001
O 1.252 0.107 0.919 -0.224 0.107 0.245
H -1.724 0.189 3.539 0.002 0.007 0.008
C -1.244 -2.406 -1.213 0.043 -0.057 0.041
C -4.095 -0.833 -2.986 -0.078 -0.036 -0.031
H -0.803 -5.707 -0.622 -0.001 -0.007 -0.010
H -4.252 1.264 -3.414 0.006 0.001 0.001
H -1.447 0.243 6.030 -0.008 -0.005 -0.012
C 0.247 0.137 1.742 0.097 -0.064 -0.096
H -0.539 6.093 -0.555 0.000 -0.002 0.002
O -4.051 -5.860 -2.678 0.016 0.036 0.033
C 3.388 3.327 -1.344 -0.029 -0.017 -0.010
C -3.670 0.476 -2.957 0.001 0.073 -0.017
Ru 0.032 0.142 -0.700 -0.049 0.245 -0.378
C 1.827 0.147 5.111 -0.002 -0.010 -0.036
C -3.644 -3.223 -2.391 -0.042 0.049 -0.020
C -2.108 -1.440 -1.795 -0.063 0.105 -0.064
C -3.301 -1.832 -2.399 0.044 -0.028 0.025
O -0.889 0.135 1.142 0.273 -0.228 -0.007
C 4.370 2.616 -1.969 -0.014 -0.027 -0.020
S 1.541 0.035 -2.282 -0.057 -0.121 0.239
O -0.176 0.342 8.016 0.044 0.008 -0.067
C -1.114 2.810 -0.066 0.075 0.027 -0.038
C 0.783 -2.759 -0.149 -0.034 0.044 0.005
H -1.844 2.108 0.307 -0.030 -0.019 0.020
C -2.828 -4.123 -1.812 0.013 -0.053 0.035
N -3.299 -5.533 -1.797 0.027 -0.072 -0.022
C 2.517 1.422 -2.058 0.012 -0.096 -0.054
H 4.875 -0.365 -2.387 -0.008 0.005 0.014
C -0.384 5.022 -0.536 -0.015 0.043 0.000
H 5.412 2.853 -2.118 -0.007 0.009 0.003
N -1.702 -0.138 -1.755 -0.102 0.173 0.075
C 1.684 0.135 3.737 0.024 0.003 0.005
H 2.794 0.120 5.593 0.003 0.008 -0.006
H 1.294 -4.789 0.303 -0.005 0.004 0.003
C -0.599 0.211 5.361 -0.003 0.009 -0.018
C -1.342 4.170 -0.017 -0.023 -0.023 0.012
C 0.789 4.483 -1.041 0.034 0.009 -0.010
H -4.565 -3.562 -2.849 -0.002 0.011 -0.005
O 1.960 0.086 7.795 -0.060 0.037 -0.059
C -0.613 -4.645 -0.648 -0.042 -0.014 -0.002
N -0.090 -1.918 -0.685 0.069 -0.070 0.033
O -2.902 -6.224 -0.883 -0.018 0.046 -0.018
C 0.963 3.112 -1.000 -0.071 -0.027 0.083
N 0.836 0.210 7.368 0.012 -0.065 0.124
H -2.265 4.544 0.404 0.003 -0.004 0.002
H 1.676 -2.326 0.282 0.018 -0.002 -0.008
C 0.681 0.189 5.886 0.014 0.021 0.019
N 0.019 2.270 -0.562 0.002 -0.044 -0.114
H 5.434 0.840 -3.571 0.001 0.012 0.009
H 3.438 4.282 -0.850 0.018 -0.012 -0.005
```
Positions in Å, forces in eV/Å.

- Total energy: -2405.7615 Eh
- Charge: +3
- Gap between HOMO and LUMO (alpha / beta): 0.1554 / 0.1917 Eh
- ΔE to the lowest compared entry with this formula, charge and spin: 0.0 kcal per mole
- E_LUMO (alpha / beta): -12.73 / -11.74 eV